Record 1
ORCA calculation (wB97M-V/def2-TZVPD) on the molecule C7H12O2.

## Properties
Maximum force (eV/Å): 4.524
LUMO level (eV): 0.942
Total charge: 0
HOMO energy (eV): -9.37
Energy above the lowest of the compared OMol25 structures with the same formula, charge and spin (kJ/mol): 197.87
Orbital gap (eV): 10.315
2S+1: 1

Positions of all 21 atoms, in Å:
C (-0.3017, 0.6224, -2.3123)
C (-0.1749, 0.2650, -0.8647)
C (1.0422, -0.6934, -0.6080)
C (1.4957, -0.8225, 0.8568)
C (0.1863, -0.2674, 1.5620)
C (0.0775, 1.1770, 1.2858)
O (-0.1244, 1.3356, -0.0660)
C (-1.0691, -0.9913, 0.8535)
O (-1.2968, -0.5756, -0.4639)
H (0.0073, 1.5891, -2.9088)
H (-1.3755, 0.3377, -2.5694)
H (0.3138, -0.1640, -2.9597)
H (0.9048, -1.6169, -1.2643)
H (1.9466, -0.1921, -1.1136)
H (2.4363, -0.1934, 0.9630)
H (1.7424, -1.7423, 1.2652)
H (0.2890, -0.4606, 2.6053)
H (1.0873, 1.6156, 1.6237)
H (-0.7374, 1.7817, 1.7793)
H (-0.8524, -2.0274, 0.6981)
H (-1.9284, -0.7469, 1.4819)

Record 2
ORCA calculation (wB97M-V/def2-TZVPD) on the molecule C2H3NP2.

## Properties
Maximum force (eV/Å): 3.577
LUMO level (alpha / beta) (eV): -0.280 / -0.281
Total charge: 0
HOMO energy (alpha / beta) (eV): -8.70 / -8.70
Energy above the lowest of the compared OMol25 structures with the same formula, charge and spin (kJ/mol): 150.47
Orbital gap (alpha / beta) (eV): 8.422 / 8.422
2S+1: 1

Positions of all 8 atoms, in Å:
C (-0.2644, 1.2887, 0.1518)
P (-1.0537, -0.3589, 0.4876)
C (0.4753, -1.2506, 0.1954)
P (1.9513, -0.4377, -0.0529)
N (0.9420, 1.5154, 0.0095)
H (-0.9888, 2.1183, 0.1427)
H (-1.2367, -0.5362, -0.9498)
H (0.1751, -2.3389, 0.0157)

Record 3
ORCA calculation (wB97M-V/def2-TZVPD) on C15H32F6FeN10O6PS3 as an isolated structure.

## Properties
Maximum force (eV/Å): 0.503
LUMO level (alpha / beta) (eV): -2.430 / -2.433
Total charge: +1
HOMO energy (alpha / beta) (eV): -11.26 / -11.05
Energy above the lowest of the compared OMol25 structures with the same formula, charge and spin (kJ/mol): 7.85
Orbital gap (alpha / beta) (eV): 8.827 / 8.618
2S+1: 5

Positions of all 74 atoms, in Å:
Fe (-0.6595, -0.5372, 0.3299)
N (-2.0233, -2.0318, 1.2679)
C (-1.6975, -3.4536, 1.0472)
C (-1.8696, -3.8602, -0.4090)
C (-0.8173, -3.3097, -1.3571)
N (-0.8503, -1.8394, -1.4325)
H (-1.8685, -1.8270, 2.2560)
H (-3.0115, -1.8754, 1.0894)
H (-2.3096, -4.0946, 1.6863)
H (-0.6590, -3.6007, 1.3573)
H (-2.8659, -3.5647, -0.7574)
H (-1.8426, -4.9498, -0.4711)
H (-0.9485, -3.7512, -2.3491)
H (0.1777, -3.6037, -1.0106)
H (-1.7392, -1.5330, -1.8223)
H (-0.1324, -1.4961, -2.0641)
N (-1.1352, 0.9356, 2.0908)
N (-2.0497, 1.8723, 1.5763)
C (-2.1545, 1.9544, 0.1965)
O (-2.6072, 2.9701, -0.3220)
O (-1.7429, 0.9180, -0.4612)
H (-1.5226, 0.4618, 2.9056)
H (-0.2800, 1.3972, 2.3938)
H (-2.2019, 2.7283, 2.0892)
S (1.7458, -0.0310, -0.8058)
C (2.9874, -0.8499, 0.0305)
N (4.0053, -0.2521, 0.6380)
C (4.9094, -1.1880, 1.3020)
C (4.2149, -2.5445, 1.0440)
N (3.1276, -2.1742, 0.1318)
H (4.0764, 0.7483, 0.6814)
H (4.9833, -0.9605, 2.3648)
H (5.9039, -1.1416, 0.8598)
H (3.8101, -2.9754, 1.9583)
H (4.8835, -3.2597, 0.5697)
H (2.3240, -2.7617, -0.0076)
F (2.7049, -0.6526, 4.9548)
C (1.9140, -0.2144, 3.9964)
F (2.6665, 0.3100, 3.0213)
F (1.1298, 0.7549, 4.4680)
S (0.8916, -1.6235, 3.3013)
O (0.7772, -1.3013, 1.8811)
O (1.6397, -2.7974, 3.6270)
N (-0.5423, -1.4695, 3.8816)
S (-0.8985, -1.5900, 5.4501)
O (0.2641, -1.6214, 6.2787)
O (-1.9810, -0.6958, 5.7038)
C (-1.6310, -3.2804, 5.4885)
F (-1.9895, -3.5734, 6.7307)
F (-0.7551, -4.1818, 5.0554)
F (-2.7076, -3.3286, 4.6985)
C (-1.4216, 4.4733, -3.1001)
N (0.0332, 4.1030, -2.7528)
C (0.8643, 4.0979, -4.0350)
N (0.3004, 3.2265, -5.0016)
C (-1.0772, 3.6279, -5.2868)
N (-1.9265, 3.6085, -4.1031)
C (-2.1534, 2.2527, -3.5937)
P (-0.5997, 1.3847, -3.0709)
C (0.0954, 2.7756, -2.0521)
C (0.3843, 1.8126, -4.5967)
H (-1.3873, 5.5065, -3.4497)
H (-1.9891, 4.3853, -2.1724)
H (0.3995, 4.8204, -2.1264)
H (1.8706, 3.7865, -3.7538)
H (0.8746, 5.1280, -4.3949)
H (-1.4938, 2.9551, -6.0341)
H (-1.0671, 4.6408, -5.6953)
H (-2.6374, 1.6635, -4.3745)
H (-2.8239, 2.2963, -2.7327)
H (1.1370, 2.5706, -1.8032)
H (-0.4860, 2.8812, -1.1404)
H (0.0291, 1.2019, -5.4289)
H (1.4314, 1.5475, -4.4344)

Record 4
ORCA calculation (wB97M-V/def2-TZVPD) on a 2-piece molecular cluster, C4H5FN2S overall.

## Properties
Maximum force (eV/Å): 3.418
LUMO level (eV): 0.713
Total charge: 0
HOMO energy (eV): -9.03
Energy above the lowest of the compared OMol25 structures with the same formula, charge and spin (kJ/mol): 250.84
Orbital gap (eV): 9.747
2S+1: 1

Positions of all 13 atoms, in Å:
C (-0.9500, -1.7984, 0.3084)
N (-0.7208, -0.5892, 0.0005)
C (0.1176, -0.2846, -1.0808)
C (1.4433, -0.3972, -1.2533)
F (2.1548, -1.0633, -0.3641)
H (-1.5264, -1.9998, 1.2155)
H (-0.4820, -2.4960, -0.3010)
H (-0.3257, 0.4356, -1.8244)
H (1.9866, 0.2553, -1.9211)
N (-0.7361, 1.8370, 2.0355)
C (-0.2959, 2.1983, 0.9733)
S (0.1946, 3.0192, -0.1996)
H (-0.8600, 0.8829, 2.4111)

Record 5
ORCA calculation (wB97M-V/def2-TZVPD) on C5H11CuO3 as an isolated structure.

## Properties
Maximum force (eV/Å): 4.930
LUMO level (alpha / beta) (eV): -5.286 / -6.136
Total charge: +1
HOMO energy (alpha / beta) (eV): -13.67 / -13.67
Orbital gap (alpha / beta) (eV): 8.381 / 7.531
2S+1: 2

Positions of all 20 atoms, in Å:
C (-2.9349, -1.5958, 0.0117)
C (-2.5990, -0.4601, -0.6122)
C (-2.7633, 0.9188, -0.0276)
O (-1.7934, 1.8209, -0.3752)
H (-3.3769, -1.5824, 1.0120)
H (-2.1480, -0.4917, -1.6104)
H (-2.8214, -2.5667, -0.4776)
H (-2.7893, 0.8794, 1.0832)
H (-3.7425, 1.3495, -0.3308)
H (-0.0988, 1.0055, 0.0233)
Cu (-0.1822, -1.6876, 0.4877)
O (0.7354, 0.3037, 0.2747)
C (2.0225, 0.8644, 0.2402)
C (3.0621, -0.2241, 0.0592)
O (4.3110, 0.4018, -0.1078)
H (2.2100, 1.4307, 1.1691)
H (2.0763, 1.5953, -0.5849)
H (2.7999, -0.8352, -0.8230)
H (3.0637, -0.8763, 0.9502)
H (4.9689, -0.2502, -0.3619)

Record 6
ORCA calculation (wB97M-V/def2-TZVPD) on C17H19CaNS as an isolated structure.

## Properties
Maximum force (eV/Å): 5.633
LUMO level (alpha / beta) (eV): 0.109 / 0.081
Total charge: 0
HOMO energy (alpha / beta) (eV): -5.87 / -7.00
Energy above the lowest of the compared OMol25 structures with the same formula, charge and spin (kJ/mol): 32.77
Orbital gap (alpha / beta) (eV): 5.979 / 7.082
2S+1: 1

Positions of all 39 atoms, in Å:
C (-2.1471, -1.0426, -3.5681)
C (1.2452, -0.6810, -3.4233)
C (-1.1485, 0.0581, -3.2260)
H (-2.7036, -1.3553, -2.6672)
C (1.3617, 0.6944, -3.1923)
H (2.1973, -1.2279, -3.2160)
H (-0.8995, 0.5152, -4.2034)
H (2.3721, 1.1197, -3.2890)
C (-0.9975, 1.0729, -2.1962)
H (-0.9704, 0.7334, -1.1315)
H (-1.7900, 1.8387, -2.2159)
C (-1.0494, -2.1304, -3.8952)
H (-1.4099, -2.7664, -4.7131)
H (-0.9284, -2.7722, -3.0097)
C (0.3575, -1.5621, -4.3248)
H (0.2270, -1.0668, -5.3006)
H (0.9823, -2.4482, -4.5169)
C (0.3829, 1.7358, -2.6349)
H (0.1687, 2.4898, -3.4133)
H (0.8244, 2.3148, -1.7975)
Ca (1.0272, -0.3087, -1.3310)
H (-2.9013, -0.9663, -4.3539)
S (3.8527, 1.4056, 2.1049)
C (4.8769, 1.4032, 0.7210)
C (4.2018, 0.9288, -0.4166)
C (2.8889, 0.5522, -0.1218)
C (2.5176, 0.7273, 1.1829)
C (1.2312, 0.3596, 1.7846)
C (1.0257, 0.2110, 3.1669)
C (-0.1951, -0.2650, 3.6362)
C (-1.2180, -0.5584, 2.7294)
C (-0.9816, -0.3702, 1.3669)
N (0.2129, 0.0630, 0.9175)
H (5.9070, 1.7389, 0.7785)
H (4.6344, 0.8619, -1.4115)
H (1.8567, 0.4362, 3.8360)
H (-0.3496, -0.4127, 4.7034)
H (-2.1882, -0.9342, 3.0496)
H (-1.7507, -0.5641, 0.6104)